59
Properties=species:S:1:pos:R:3:forces:R:3 method="wB97M-V/def2-TZVPD" spin_multiplicity=2 gap_ha="0.2966 / 0.2080" total_charge=-1 de_lowest_ev=1.140 lumo_ev="2.5 / 0.1" max_force_ev_per_a=1.081 energy_ev=-60522.605 s2=0.755
Ag -0.695973 -1.089404 -0.553475 -0.4759 -0.2347 0.6577
N -2.860671 -0.941747 0.668980 -0.0052 0.1731 -0.2722
C -3.725593 -2.124701 0.559067 0.0391 -0.1557 0.0938
C -2.903170 -3.410053 0.617121 0.1963 0.0358 -0.4104
C -2.298976 -3.748366 -0.762169 -0.6502 -0.0845 0.8589
O -2.809825 -4.637707 -1.424169 0.2784 0.0919 -0.0820
O -1.271377 -3.065726 -1.131957 0.7023 0.5978 -0.5121
H -2.642353 -0.756059 1.640208 0.0903 -0.0174 0.0026
H -3.329387 -0.125323 0.290741 0.0288 0.0166 -0.0004
H -4.259690 -2.076867 -0.390542 0.0010 0.0505 -0.0008
H -4.473651 -2.138570 1.359665 -0.0176 0.0334 -0.0472
H -3.542429 -4.248250 0.888119 0.0124 -0.0066 0.0360
H -2.098843 -3.303742 1.350464 -0.0457 0.0012 0.0560
C 3.665364 -1.303640 -2.142277 -0.1118 0.0374 -0.0340
C 2.567791 -1.282716 -1.092788 0.1807 -0.0469 -0.0449
O 1.484343 -0.811224 -1.427315 0.0724 -0.0775 -0.2329
C 2.864612 -1.780223 0.245490 -0.3250 -0.0208 0.1165
C 4.173496 -2.200044 0.556248 0.0526 -0.0144 0.0392
C 4.529849 -2.659001 1.797724 0.1746 -0.0522 -0.0123
C 3.546604 -2.754413 2.794445 -0.1145 0.0357 -0.0819
C 2.256624 -2.390076 2.528483 0.0380 0.0063 0.0928
C 1.849819 -1.858233 1.263489 0.0155 0.0016 0.0448
O 0.635631 -1.465050 1.155639 0.1503 -0.0907 0.1793
H 3.236476 -0.969480 -3.083599 -0.0179 -0.0012 0.0170
H 4.080080 -2.303509 -2.267755 0.0450 0.0163 0.0181
H 4.468192 -0.622161 -1.855264 0.0525 -0.0499 -0.0108
H 4.936851 -2.153155 -0.209217 -0.0202 0.0375 -0.0053
H 5.551215 -2.950455 2.005393 -0.0083 -0.0095 -0.0299
H 3.810928 -3.124435 3.778505 -0.0138 -0.0114 0.0060
H 1.483687 -2.465331 3.283719 0.0028 0.0050 -0.0052
C -0.578439 1.492829 1.685395 0.0178 -0.0829 0.1510
N -0.295060 2.852345 2.147775 -0.0684 0.0107 0.0246
C 1.129783 3.119612 1.934401 0.0102 -0.0143 -0.0306
N 1.513095 2.977112 0.530688 0.0163 0.0180 -0.0035
C 1.194263 1.613214 0.104609 0.1649 0.0647 0.0133
N -0.239173 1.307823 0.268544 -0.1533 -0.3080 -0.3922
C -1.007845 2.287566 -0.529726 -0.0251 0.1184 -0.0296
N -0.726849 3.659455 -0.103771 -0.0562 0.0330 -0.0106
C -1.059973 3.786088 1.311356 0.0329 -0.0328 -0.0005
C 0.704422 3.906172 -0.266225 0.0050 -0.0394 0.0460
H -1.645078 1.297433 1.823796 0.0178 0.0008 -0.0240
H -0.001493 0.778957 2.276429 -0.0333 -0.0482 -0.0496
H 1.715604 2.419810 2.534913 -0.0059 0.0055 -0.0043
H 1.350247 4.138681 2.262082 -0.0045 -0.0120 0.0074
H 1.772695 0.907318 0.703023 -0.0431 -0.0372 -0.0458
H 1.458741 1.494962 -0.944533 -0.0316 -0.0088 0.0177
H -2.075344 2.090927 -0.412907 0.0313 -0.0303 -0.0562
H -0.747784 2.176070 -1.582135 -0.0436 -0.0218 0.0518
H -2.125952 3.587343 1.444723 0.0060 0.0097 -0.0040
H -0.847768 4.806450 1.640467 -0.0059 -0.0089 -0.0038
H 0.929326 4.929178 0.046283 -0.0034 -0.0086 -0.0075
H 0.964664 3.789472 -1.319634 0.0010 0.0109 0.0062
F -1.974238 -0.045964 -2.213926 -0.0677 -0.0442 -0.2372
Sb -2.812609 0.752075 -3.756941 -0.2408 0.4149 -0.0993
F -1.863785 -0.371615 -4.936051 -0.0909 0.0443 0.1919
F -4.223364 -0.496187 -3.607118 0.1569 0.0795 -0.0117
F -3.666490 1.638219 -5.199549 0.1294 -0.1444 0.2552
F -3.700353 1.870820 -2.487854 0.0920 -0.1127 -0.1924
F -1.370866 1.993496 -3.797085 -0.1346 -0.1227 0.0011